Version one
The following is a DFT calculation (the ωB97M-V functional and the def2-TZVPD basis) of 4 unconnected molecules or ions with the total composition C4H16O3S.

Each line ends with the Mulliken charge.
CARTESIAN COORDINATES (ANGSTROEM)
O  1.56  3.47  -5.76  -0.627
H  -0.50  -5.46  2.11  0.322
C  1.11  1.61  2.43  -0.864
H  1.07  2.90  -5.27  0.299
H  0.65  2.43  1.91  0.272
H  0.18  -4.90  3.35  0.312
H  -1.52  -1.68  0.73  0.296
S  0.84  0.19  1.42  -0.039
H  -2.81  -0.34  0.60  0.294
H  2.52  -1.09  -1.61  0.322
H  2.15  1.83  2.39  0.364
H  0.62  1.62  3.47  0.260
H  0.92  4.16  -6.10  0.328
H  -0.55  -0.94  -1.26  0.199
H  1.31  -0.05  -1.38  0.301
H  -1.37  1.43  1.29  0.321
C  -1.07  0.35  1.61  -0.799
C  -1.71  -0.56  0.51  -0.378
H  -2.24  -0.38  -1.67  0.270
H  -0.80  0.89  -0.91  0.261
C  -1.31  -0.19  -0.95  -0.823
O  0.28  -4.92  2.41  -0.634
O  1.90  -0.47  -1.98  -0.669
H  -1.23  0.11  2.67  0.411

2S+1 = 1

Version two
The following is a DFT calculation (the ωB97M-V functional and the def2-TZVPD basis) of 4 unconnected molecules or ions with the total composition C4H16O3S.

Each line ends with the Mulliken charge.
CARTESIAN COORDINATES (ANGSTROEM)
H  -0.90  0.52  0.94  0.328
H  -2.79  -2.40  -0.67  0.340
C  0.77  0.58  -1.02  0.235
H  0.63  0.63  -3.29  0.371
O  -0.34  -3.09  0.33  -0.635
H  -0.49  -3.03  -0.64  0.312
H  0.22  -0.86  -2.56  0.305
O  -2.85  -3.12  -1.32  -0.642
H  1.00  1.88  1.85  0.097
S  -0.16  2.58  1.88  -0.179
O  3.26  -1.05  1.04  -0.632
C  -0.36  1.62  -0.81  -0.505
H  -3.32  -2.78  -2.08  0.303
H  3.12  -1.52  0.22  0.312
H  1.72  0.94  -0.64  0.449
H  -0.97  -3.81  0.43  0.315
H  -1.09  1.37  -1.59  0.361
C  -0.95  1.55  0.58  -0.831
H  -2.02  1.79  0.56  0.359
H  1.91  -0.30  -2.62  0.358
H  0.02  2.62  -1.01  0.299
H  0.65  -0.29  -0.37  -0.208
C  0.88  0.00  -2.43  -1.426
H  2.35  -0.87  1.34  0.314

2S+1 = 1

Version three
The following is a DFT calculation (the ωB97M-V functional and the def2-TZVPD basis) of 4 unconnected molecules or ions with the total composition C4H16O3S.

Each line ends with the Mulliken charge.
CARTESIAN COORDINATES (ANGSTROEM)
H  1.91  1.46  -1.73  0.366
H  -0.90  0.28  -2.52  0.405
S  0.49  0.80  2.10  -0.112
H  1.70  0.65  0.19  0.023
C  -0.89  0.90  -0.47  0.118
O  1.82  2.36  -2.04  -0.639
H  -2.39  -0.20  -1.57  0.278
H  -1.72  1.69  -0.36  0.285
H  -1.39  -2.78  -0.83  0.260
C  -1.25  -0.02  -1.62  -1.111
C  -0.72  0.16  0.84  -0.546
O  -0.63  -3.27  -0.77  -0.567
H  2.75  1.05  1.52  0.403
H  -0.68  -4.06  -0.46  0.249
H  0.97  2.46  -2.47  0.309
C  1.87  1.31  0.98  -0.680
H  1.89  2.39  0.83  0.298
H  -0.84  -1.02  -1.54  0.209
O  -0.04  -1.66  2.56  -0.584
H  0.86  -1.77  2.67  0.298
H  -0.01  1.52  -0.66  0.032
H  -0.68  -0.99  0.51  0.216
H  -1.57  0.44  1.44  0.209
H  -0.54  -1.71  3.38  0.281

2S+1 = 1

version two (26.8 kcal/mol below the next structure)